Molecular formula: C33H31NOP2PdS2
Method: DFT, ωB97M-V/def2-TZVPD

Structure (XYZ):
```
71
Properties=species:S:1:pos:R:3:forces:R:3:lowdin_charge:R:1
Pd -0.684 0.155 -1.859 -0.103 -0.196 -0.187 0.731
S 1.202 2.781 -0.255 0.213 -0.108 -0.224 0.495
P 0.482 1.435 0.947 -0.095 -0.449 0.193 0.416
C 0.378 0.100 -0.276 -0.233 0.615 0.214 -0.537
P 0.821 -1.611 0.013 0.410 -0.056 -0.197 0.606
S -0.844 -2.007 -1.105 -0.219 0.068 0.127 0.521
C 0.700 -2.243 1.656 0.099 -0.103 0.122 -0.354
C 1.862 -2.423 2.417 -0.123 -0.137 -0.027 -0.085
C 1.758 -2.930 3.699 -0.035 -0.023 -0.049 -0.050
C 0.509 -3.246 4.223 0.013 -0.001 -0.016 -0.027
C -0.644 -3.057 3.472 -0.008 0.002 0.015 -0.042
C -0.557 -2.557 2.185 0.050 0.063 0.030 -0.081
C 2.398 -1.973 -0.700 0.088 -0.023 -0.105 -0.353
C 3.073 -0.986 -1.422 0.032 -0.063 0.027 -0.080
C 4.296 -1.284 -2.000 -0.030 0.007 0.012 -0.045
C 4.828 -2.561 -1.872 0.008 -0.004 -0.004 -0.033
C 4.150 -3.545 -1.164 -0.013 -0.009 0.016 -0.039
C 2.933 -3.258 -0.570 0.004 0.059 -0.047 -0.067
C 1.651 0.913 2.204 0.040 -0.023 0.104 -0.360
C 1.243 0.588 3.498 0.039 -0.046 -0.013 -0.078
C 2.190 0.225 4.442 0.011 0.036 0.004 -0.060
C 3.532 0.155 4.094 -0.004 0.032 0.001 -0.049
C 3.938 0.456 2.799 -0.015 0.025 -0.011 -0.053
C 3.003 0.851 1.856 -0.039 0.021 0.108 -0.100
C -1.095 1.680 1.736 -0.131 0.293 -0.058 -0.349
C -1.122 2.600 2.790 -0.061 0.040 -0.063 -0.084
C -2.326 2.918 3.393 0.005 -0.002 -0.005 -0.040
C -3.503 2.327 2.949 0.018 0.006 0.009 -0.040
C -3.480 1.423 1.897 0.001 -0.025 -0.016 -0.055
C -2.279 1.104 1.282 0.049 -0.089 0.042 -0.082
H 2.831 -2.168 2.013 0.020 -0.002 -0.019 0.111
H 2.650 -3.079 4.292 0.012 -0.004 0.009 0.124
H 0.436 -3.648 5.225 -0.003 -0.008 0.012 0.123
H -1.609 -3.312 3.887 -0.009 -0.002 0.003 0.120
H -1.452 -2.421 1.592 0.000 0.000 0.001 0.081
H 2.655 0.010 -1.520 0.007 0.005 0.008 0.086
H 4.835 -0.525 -2.548 0.005 0.011 -0.007 0.119
H 5.782 -2.791 -2.328 0.007 -0.006 -0.003 0.122
H 4.571 -4.537 -1.073 0.005 -0.008 0.001 0.122
H 2.408 -4.023 -0.013 -0.009 -0.013 0.007 0.121
H 0.196 0.616 3.772 0.028 -0.001 -0.001 0.110
H 1.878 -0.001 5.453 0.002 -0.011 0.004 0.122
H 4.268 -0.123 4.837 0.006 -0.001 0.009 0.121
H 4.985 0.413 2.534 0.012 0.006 -0.002 0.119
H 3.323 1.145 0.865 0.011 0.001 -0.026 0.085
H -0.208 3.074 3.131 -0.001 0.003 0.000 0.123
H -2.348 3.629 4.207 0.001 0.006 0.006 0.122
H -4.442 2.577 3.424 -0.013 0.004 0.005 0.120
H -4.400 0.968 1.556 0.000 -0.004 -0.004 0.113
H -2.266 0.394 0.464 0.015 0.015 0.000 0.056
O 0.128 1.839 -2.952 -0.041 0.114 0.122 -0.249
C -0.755 2.890 -3.420 -0.048 -0.024 -0.079 -0.202
C -1.218 2.596 -4.834 -0.024 0.014 0.025 -0.147
C -1.668 1.140 -5.004 0.133 0.034 -0.040 -0.132
C -2.815 0.772 -4.118 -0.056 -0.179 0.044 -0.262
C -4.121 1.034 -4.513 0.013 -0.023 -0.021 0.014
C -5.179 0.629 -3.724 -0.028 0.024 -0.038 -0.011
C -4.909 -0.052 -2.547 -0.006 -0.025 0.041 -0.027
C -3.594 -0.260 -2.198 0.021 0.052 -0.028 -0.141
N -2.557 0.157 -2.949 -0.004 0.013 -0.028 -0.014
H 0.767 1.625 -3.645 0.019 0.006 0.117 0.120
H -0.233 3.843 -3.346 0.023 -0.002 -0.015 0.131
H -1.580 2.898 -2.709 -0.014 0.020 -0.023 0.123
H -0.417 2.804 -5.548 0.033 0.014 0.026 0.129
H -2.031 3.285 -5.073 -0.008 -0.019 -0.046 0.132
H -0.841 0.457 -4.791 -0.035 0.026 -0.083 0.108
H -1.948 0.966 -6.043 -0.034 0.043 0.003 0.134
H -4.293 1.534 -5.456 -0.003 0.002 -0.014 0.134
H -6.198 0.822 -4.030 -0.008 -0.002 -0.005 0.128
H -5.699 -0.421 -1.911 -0.005 0.001 0.010 0.121
H -3.347 -0.787 -1.286 0.005 0.009 0.022 0.066
```
Forces are in eV/Å.

## Properties
E_LUMO (spin up / spin down)	-8.046 / -8.071	eV
energy above the lowest of the compared OMol25 structures with the same formula, charge and spin	17.09	kcal/mol
HOMO level (spin up / spin down)	-14.260 / -14.239	eV
total energy	-81975.935	eV
net charge	+2
frontier orbital gap (spin up / spin down)	0.2284 / 0.2267	hartree

---

Molecular formula: C33H32AlCl4N2O8P3
Method: DFT, ωB97M-V/def2-TZVPD

Structure (XYZ):
```
83
Properties=species:S:1:pos:R:3:forces:R:3:lowdin_charge:R:1
Al 0.933 0.843 0.156 -0.051 0.252 -0.097 0.034
C 1.061 5.205 -1.992 -0.003 -0.017 0.025 -0.047
C 0.429 4.226 -1.008 -0.002 0.019 -0.015 -0.378
C -0.497 4.934 -0.022 0.013 -0.022 -0.005 -0.052
C -0.271 3.101 -1.781 0.006 -0.009 -0.002 -0.239
C -1.602 3.498 -2.421 0.028 0.044 -0.011 -0.049
O -2.600 2.902 -1.555 0.038 -0.050 0.001 0.029
C -1.949 2.019 -0.787 0.197 0.077 -0.025 -0.324
N -0.669 2.005 -0.862 -0.275 -0.058 0.126 0.140
C -2.822 1.183 0.059 0.078 -0.047 0.044 -0.146
C -4.012 1.738 0.514 -0.014 0.040 -0.003 -0.002
C -4.850 1.011 1.346 0.025 -0.016 -0.016 -0.052
C -4.507 -0.283 1.701 0.007 0.012 -0.017 -0.053
C -3.331 -0.851 1.229 -0.038 -0.016 0.016 -0.053
C -2.473 -0.128 0.408 -0.001 0.055 -0.120 -0.257
P -0.863 -0.820 -0.085 0.028 -0.109 0.128 1.164
C -0.868 -1.096 -1.872 -0.004 -0.024 -0.163 -0.340
C -1.845 -0.615 -2.736 -0.048 0.006 0.030 -0.076
C -1.664 -0.712 -4.109 -0.086 0.030 0.023 -0.072
C -0.509 -1.277 -4.623 0.092 -0.041 -0.016 -0.065
C 0.462 -1.778 -3.764 -0.058 0.001 -0.024 -0.055
C 0.281 -1.695 -2.395 -0.020 -0.032 0.086 -0.083
C -0.824 -2.449 0.681 0.004 0.016 -0.032 -0.358
C -1.429 -3.549 0.074 0.020 0.008 0.014 -0.087
C -1.498 -4.753 0.754 -0.004 -0.006 0.018 -0.082
C -0.978 -4.856 2.039 0.000 -0.007 -0.027 -0.081
C -0.367 -3.765 2.637 0.009 -0.012 0.030 -0.066
C -0.279 -2.561 1.955 0.018 0.011 0.007 -0.075
H 1.588 5.997 -1.460 -0.002 0.004 -0.008 0.085
H 0.304 5.681 -2.623 0.003 0.005 -0.001 0.081
H 1.776 4.697 -2.641 -0.001 0.011 -0.003 0.088
H 1.235 3.753 -0.444 0.009 -0.027 0.001 0.121
H -1.245 5.544 -0.533 -0.008 -0.002 -0.001 0.081
H 0.079 5.600 0.622 -0.001 0.009 -0.008 0.088
H -1.019 4.226 0.626 0.001 0.009 0.013 0.071
H 0.419 2.698 -2.518 0.007 -0.015 -0.014 0.141
H -1.740 3.078 -3.417 0.003 -0.024 0.005 0.134
H -1.780 4.570 -2.448 -0.005 0.005 -0.006 0.122
H -4.270 2.746 0.217 -0.012 -0.009 0.014 0.124
H -5.766 1.455 1.710 -0.001 0.003 0.001 0.110
H -5.154 -0.861 2.349 -0.003 0.003 0.000 0.112
H -3.072 -1.860 1.517 -0.007 0.008 0.000 0.108
H -2.752 -0.168 -2.346 0.007 0.008 0.004 0.107
H -2.430 -0.337 -4.777 0.006 -0.001 -0.005 0.106
H -0.360 -1.326 -5.693 0.003 -0.006 0.002 0.108
H 1.367 -2.218 -4.161 0.007 0.004 0.000 0.102
H 1.030 -2.098 -1.721 0.063 0.079 -0.025 0.101
H -1.843 -3.457 -0.923 0.002 -0.017 -0.002 0.111
H -1.959 -5.612 0.285 -0.002 0.003 -0.006 0.105
H -1.036 -5.799 2.567 0.000 0.003 0.006 0.106
H 0.048 -3.848 3.633 0.002 0.006 0.000 0.104
H 0.213 -1.710 2.409 0.009 -0.008 -0.009 0.083
O 4.008 -2.090 0.318 -0.076 0.304 0.037 -0.128
P 3.508 -0.589 0.105 -0.139 -0.311 0.121 0.269
O 4.380 0.434 0.720 0.036 -0.050 -0.011 -0.254
O 2.026 -0.604 0.492 0.226 -0.107 0.029 -0.225
O 3.528 -0.447 -1.502 -0.040 0.039 -0.039 -0.254
P 3.108 1.008 -2.115 -0.087 0.087 0.054 0.274
O 4.314 1.939 -1.679 -0.043 -0.031 -0.037 -0.099
O 2.890 0.959 -3.556 0.011 -0.001 -0.002 -0.239
O 1.893 1.416 -1.239 0.085 -0.080 -0.009 -0.203
H 4.945 -2.090 0.545 0.093 -0.055 0.018 0.079
H 4.573 1.736 -0.756 0.000 -0.002 0.011 0.057
Cl 3.893 -3.690 -2.595 -0.042 -0.133 0.144 0.644
C 3.946 -5.008 -1.406 0.013 0.219 -0.135 -1.600
Cl 3.776 -6.570 -2.220 -0.005 -0.043 -0.026 0.620
Cl 5.483 -4.959 -0.524 -0.010 -0.022 0.018 0.628
C 2.840 -4.857 -0.460 -0.125 0.048 0.107 -0.385
N 1.963 -4.766 0.276 0.119 -0.011 -0.148 0.242
Cl -0.982 -1.877 6.182 0.008 -0.001 -0.004 0.643
C -0.410 -0.762 4.971 -0.013 0.033 -0.012 -0.690
C 0.948 -0.650 4.723 0.013 -0.011 0.014 -0.112
C 1.392 0.217 3.736 0.022 -0.059 -0.001 -0.043
C 0.503 0.986 2.983 -0.048 0.034 -0.018 -0.301
C 0.980 1.850 1.860 -0.043 0.019 -0.015 -0.123
C -0.858 0.866 3.277 0.042 -0.011 -0.006 -0.053
C -1.319 0.000 4.258 -0.006 -0.022 0.021 -0.111
H 1.653 -1.242 5.290 -0.013 -0.005 0.010 0.108
H 2.454 0.286 3.534 0.013 0.017 -0.021 0.122
H 2.026 2.128 2.024 0.011 0.008 -0.045 0.084
H 0.395 2.771 1.803 -0.014 -0.020 0.021 0.060
H -1.574 1.463 2.723 -0.028 0.003 -0.009 0.111
H -2.378 -0.089 4.464 0.000 0.009 0.002 0.103
```
Forces are in eV/Å.

## Properties
E_LUMO	-0.393	eV
energy above the lowest of the compared OMol25 structures with the same formula, charge and spin	2.50	kcal/mol
HOMO level	-8.167	eV
total energy	-138666.742	eV
frontier orbital gap	0.2857	hartree

---

Molecular formula: C33H32As2O4SSn
Method: DFT, ωB97M-V/def2-TZVPD

Structure (XYZ):
```
73
Properties=species:S:1:pos:R:3:forces:R:3:lowdin_charge:R:1
Sn -4.145 -0.995 -1.284 -0.193 0.140 -0.077 1.447
C -1.425 0.045 -5.249 0.034 0.029 -0.020 -0.031
C -2.352 -0.934 -4.590 -0.010 0.001 0.009 -0.257
C -1.854 -2.061 -3.939 0.068 0.043 -0.008 -0.034
C -2.700 -2.986 -3.349 -0.076 0.006 0.055 -0.089
C -4.081 -2.795 -3.404 -0.047 0.010 0.020 -0.189
C -4.593 -1.677 -4.081 -0.119 -0.053 -0.023 -0.180
C -3.737 -0.748 -4.650 0.031 -0.071 0.062 -0.055
H -1.744 1.074 -5.079 -0.010 -0.002 0.000 0.086
H -1.413 -0.114 -6.328 -0.008 -0.007 -0.001 0.100
H -0.403 -0.070 -4.888 -0.010 -0.006 0.009 0.073
H -0.783 -2.217 -3.890 -0.016 0.011 0.027 0.120
H -2.296 -3.847 -2.836 0.031 -0.007 -0.001 0.119
H -4.753 -3.542 -2.995 0.013 0.014 -0.026 0.123
H -5.668 -1.547 -4.151 0.030 0.035 -0.040 0.120
H -4.143 0.117 -5.161 0.007 -0.006 -0.022 0.127
C 1.613 1.131 -0.907 0.200 0.099 -0.034 -0.417
C 0.333 1.740 -0.359 -0.122 0.037 0.134 -0.315
As 0.022 1.181 1.471 0.324 0.264 0.124 1.477
C -1.816 1.117 1.946 0.042 -0.060 -0.136 -0.364
C -2.724 1.667 1.047 -0.005 0.012 0.087 -0.116
C -4.061 1.749 1.417 -0.018 0.009 -0.052 -0.073
C -4.472 1.266 2.653 -0.030 0.012 -0.032 -0.036
C -3.551 0.720 3.537 0.061 -0.011 0.017 -0.032
C -2.212 0.651 3.191 -0.084 0.012 0.059 -0.076
C 0.804 2.515 2.614 -0.042 -0.020 -0.088 -0.315
C 2.157 2.552 2.947 0.062 -0.032 0.002 -0.091
C 2.657 3.616 3.683 -0.019 0.002 -0.004 -0.047
C 1.816 4.648 4.076 -0.002 -0.013 -0.008 -0.036
C 0.471 4.615 3.741 -0.006 0.004 0.002 -0.042
C -0.040 3.551 3.014 -0.088 -0.004 0.075 -0.082
As 1.561 -0.820 -1.221 -0.085 0.020 0.176 1.361
C 1.359 -1.343 0.668 0.029 0.035 -0.289 -0.350
C 1.270 -0.362 1.750 -0.214 -0.002 0.073 -0.353
C 1.093 -0.855 3.119 0.044 -0.055 0.042 -0.031
C 1.010 -2.183 3.369 0.036 0.116 -0.008 -0.006
C 1.156 -3.090 2.297 -0.003 -0.059 -0.038 0.068
C 1.334 -2.683 0.980 -0.016 -0.015 0.051 -0.093
C 3.494 -1.023 -1.377 0.025 -0.067 -0.082 -0.410
C 4.023 -0.592 -2.593 -0.008 -0.014 -0.033 -0.128
C 5.385 -0.682 -2.832 0.003 -0.005 0.031 -0.060
C 6.225 -1.219 -1.866 0.002 0.011 -0.021 -0.057
C 5.700 -1.663 -0.663 -0.003 0.005 0.009 -0.064
C 4.336 -1.565 -0.416 0.004 0.026 0.090 -0.106
H 2.478 1.392 -0.289 -0.019 -0.029 -0.006 0.080
H 1.814 1.565 -1.889 -0.006 0.016 0.021 0.081
H -0.546 1.499 -0.955 0.041 -0.119 0.015 0.067
H 0.427 2.825 -0.260 -0.091 -0.012 -0.128 0.099
H -2.405 2.045 0.083 -0.033 -0.022 0.041 0.104
H -4.779 2.206 0.747 0.031 -0.025 0.021 0.118
H -5.515 1.326 2.933 -0.001 0.007 0.007 0.123
H -3.875 0.352 4.501 -0.012 -0.005 0.003 0.123
H -1.501 0.229 3.891 0.012 -0.001 -0.037 0.113
H 2.853 1.772 2.664 -0.030 -0.009 -0.051 0.100
H 3.705 3.636 3.947 0.007 0.003 0.001 0.121
H 2.211 5.477 4.647 0.007 0.003 0.008 0.123
H -0.188 5.414 4.051 0.000 0.008 0.001 0.122
H -1.098 3.532 2.779 0.034 -0.016 -0.024 0.107
H 2.178 0.264 1.680 0.047 -0.079 0.048 0.123
H 1.059 -0.130 3.926 -0.024 -0.006 -0.011 0.128
H 0.871 -2.554 4.374 0.001 -0.006 0.006 0.133
H 1.130 -4.152 2.511 -0.001 -0.004 0.005 0.144
H 1.416 -3.429 0.201 -0.004 0.024 -0.016 0.129
H 3.379 -0.194 -3.372 -0.022 -0.012 0.024 0.099
H 5.787 -0.345 -3.778 0.007 0.002 -0.006 0.116
H 7.286 -1.299 -2.056 0.006 -0.003 0.001 0.117
H 6.351 -2.089 0.088 0.004 -0.005 0.004 0.114
H 3.953 -1.923 0.533 -0.011 -0.007 -0.013 0.089
O -1.116 -3.013 -0.680 0.117 -0.014 -0.097 -0.289
S -1.894 -1.999 -0.034 -0.373 -0.319 -0.262 0.286
O -1.393 -1.580 1.251 -0.036 0.217 0.173 -0.303
O -3.379 -2.415 0.051 0.334 -0.011 0.108 -0.493
O -2.064 -0.754 -0.956 0.201 -0.017 0.054 -0.558
```
Forces are in eV/Å.

## Properties
E_LUMO	-7.637	eV
energy above the lowest of the compared OMol25 structures with the same formula, charge and spin	35.34	kcal/mol
HOMO level	-13.824	eV
total energy	-181258.742	eV
net charge	+2
frontier orbital gap	0.2274	hartree